# 1
Density functional theory data (ωB97M-V with the def2-TZVPD basis set) for C20H39FGaO9 as an isolated structure.

For the molecular weight, the calculation gives 512.24 Da. Its net charge is -1. The value obtained for the LUMO energy is 2.486 eV. For the gap between HOMO and LUMO, the calculation gives 7.236 eV. Its electronic energy is -94893.557 eV.

Element x y z (Å)
C -1.09 2.63 0.86
C -1.14 1.50 0.41
Ga -1.13 -0.35 -0.45
C -3.05 -0.94 -0.81
C -4.05 0.16 -1.15
F -3.06 -1.87 -1.91
C 0.02 -0.25 -2.11
C 0.74 -1.58 -2.38
C -0.76 0.22 -3.35
C -0.88 1.75 -3.42
H -0.90 3.64 1.15
H -0.46 -1.38 0.60
H -3.43 -1.51 0.04
H -3.99 0.96 -0.41
H -3.83 0.55 -2.14
H -5.08 -0.22 -1.17
H 0.79 0.50 -1.92
H 1.41 -1.82 -1.55
H 0.04 -2.41 -2.52
H 1.36 -1.49 -3.29
H -0.25 -0.12 -4.27
H -1.77 -0.20 -3.35
H -1.31 2.08 -4.37
H -1.51 2.13 -2.61
H 0.10 2.21 -3.31
C -2.79 0.31 3.34
C -1.79 1.19 4.05
O -2.34 1.81 5.24
C -2.43 1.03 6.31
O -2.09 -0.12 6.41
O -2.99 1.76 7.30
C -3.17 1.03 8.51
H -3.70 0.87 3.11
H -2.35 -0.03 2.40
H -3.06 -0.56 3.94
H -1.52 2.02 3.40
H -0.88 0.64 4.31
H -2.24 0.59 8.85
H -3.92 0.25 8.38
H -3.53 1.75 9.24
C 4.48 2.42 2.54
C 4.82 2.57 4.01
O 3.86 3.39 4.70
C 2.72 2.76 5.01
O 2.48 1.60 4.82
O 1.89 3.65 5.55
C 0.57 3.14 5.81
H 4.37 3.40 2.07
H 5.27 1.87 2.03
H 3.54 1.88 2.41
H 5.76 3.10 4.13
H 4.90 1.61 4.51
H 0.62 2.23 6.41
H 0.07 2.93 4.87
H 0.04 3.91 6.35
C 3.30 -4.05 -8.90
C 3.54 -4.08 -7.41
O 2.63 -3.24 -6.70
C 1.41 -3.75 -6.51
O 1.04 -4.85 -6.86
O 0.67 -2.85 -5.88
C -0.68 -3.24 -5.62
H 3.34 -3.03 -9.27
H 4.06 -4.64 -9.42
H 2.32 -4.47 -9.15
H 4.53 -3.68 -7.17
H 3.48 -5.10 -7.02
H -0.71 -4.19 -5.10
H -1.23 -3.32 -6.56
H -1.11 -2.46 -5.00

Atom charges from the natural (NBO) analysis, given in e for atoms 1 to 6:
1 C -0.42
2 C -0.40
3 Ga 1.01
4 C -0.19
5 C -0.65
6 F -0.43

# 2
Density functional theory data (ωB97M-V with the def2-TZVPD basis set) for a 3-piece molecular cluster, H6O3 overall in a non-equilibrium geometry.

For the molecular weight, the calculation gives 54.05 Da. Its net charge is -1. The value obtained for the LUMO energy (alpha / beta) is 4.017 / 3.992 eV. Its spin multiplicity is 2. For the energy above the lowest of the compared OMol25 structures with the same formula, charge and spin, the calculation gives 23.6 kJ/mol. For the gap between HOMO and LUMO (alpha / beta), the calculation gives 2.979 / 11.046 eV. Its electronic energy is -6238.918 eV.

Element x y z (Å)
O 2.29 1.21 -0.67
H 2.52 0.86 0.19
H 2.89 0.78 -1.28
O -0.80 -0.40 -0.82
H -1.03 -0.92 -1.59
H 0.07 -0.04 -1.03
O -1.80 -0.28 2.00
H -1.47 -0.51 1.14
H -2.66 -0.70 2.05

Atom charges from the natural (NBO) analysis, given in e for atoms 1 to 6:
1 O -1.29
2 H 0.39
3 H 0.30
4 O -1.20
5 H 0.38
6 H 0.46

# 3
Density functional theory data (ωB97M-V with the def2-TZVPD basis set) for a 6-piece molecular cluster, C23H33Cl10N2O3P overall in a non-equilibrium geometry.

For the molecular weight, the calculation gives 771.03 Da. The value obtained for the LUMO energy is -1.141 eV. As for the SMILES: N=[PH2]c1ccc2c(c1)C(=O)C=C(CCC(N)=O)C2=O.ClCCCl.ClCCCl.ClCCCl.ClCCCl.ClCCCl. For the gap between HOMO and LUMO, the calculation gives 7.575 eV. Its electronic energy is -168022.159 eV.

Element x y z (Å)
N 4.97 -3.59 0.22
P 5.54 -2.13 0.17
C 4.37 -0.96 -0.53
C 4.39 -0.61 -1.87
C 3.44 0.25 -2.40
C 2.46 0.75 -1.55
C 2.44 0.42 -0.20
C 3.40 -0.43 0.32
C 1.37 0.99 0.67
O 1.55 1.29 1.83
C 0.06 1.17 -0.01
C 0.05 1.49 -1.31
C -1.20 1.67 -2.12
C -1.95 0.32 -2.32
C -1.05 -0.89 -2.33
N -0.27 -1.11 -3.47
O -1.03 -1.66 -1.39
C 1.36 1.65 -2.03
O 1.49 2.45 -2.93
H 4.95 -3.95 1.17
H 5.88 -1.66 1.45
H 6.69 -2.03 -0.64
H 5.12 -1.04 -2.54
H 3.44 0.50 -3.45
H 3.39 -0.69 1.37
H -0.86 1.03 0.54
H -1.87 2.39 -1.66
H -0.93 2.05 -3.11
H -2.62 0.21 -1.48
H -2.57 0.34 -3.22
H 0.10 -2.05 -3.40
H 0.49 -0.45 -3.60
Cl 2.26 0.65 -5.47
C 1.39 0.94 -7.00
C 0.81 2.33 -7.08
Cl -0.54 2.56 -5.95
H 0.62 0.18 -7.10
H 2.12 0.80 -7.80
H 0.42 2.49 -8.08
H 1.56 3.09 -6.87
Cl -5.21 -0.53 -1.11
C -4.31 -1.96 -0.51
C -5.23 -2.99 0.10
Cl -5.96 -2.42 1.63
H -3.57 -1.61 0.20
H -3.79 -2.39 -1.36
H -4.67 -3.89 0.33
H -6.04 -3.25 -0.57
Cl -5.32 -0.16 7.07
C -4.95 -0.53 5.36
C -4.65 -1.99 5.15
Cl -3.10 -2.47 5.90
H -4.11 0.10 5.06
H -5.82 -0.24 4.78
H -4.55 -2.18 4.08
H -5.43 -2.62 5.55
Cl 4.60 2.89 -2.51
C 4.44 4.65 -2.75
C 5.33 5.16 -3.85
Cl 7.06 5.09 -3.42
H 4.65 5.13 -1.81
H 3.39 4.83 -3.01
H 5.10 6.21 -4.05
H 5.19 4.59 -4.77
Cl -3.58 -1.15 11.66
C -3.23 -1.53 9.95
C -2.96 -3.00 9.74
Cl -1.43 -3.53 10.49
H -2.38 -0.93 9.65
H -4.10 -1.23 9.37
H -2.88 -3.20 8.68
H -3.76 -3.61 10.16

Atom charges from the Mulliken analysis, given in e for atoms 1 to 6:
1 N -0.67
2 P 0.26
3 C 0.45
4 C -0.61
5 C -0.70
6 C 1.42

# 4
Density functional theory data (ωB97M-V with the def2-TZVPD basis set) for C30H24BrIrN3O4PS as an isolated structure.

For the molecular weight, the calculation gives 825.70 Da. The value obtained for the LUMO energy (alpha / beta) is -0.591 / -1.004 eV. For the energy above the lowest of the compared OMol25 structures with the same formula, charge and spin, the calculation gives 0.0 kJ/mol. For the gap between HOMO and LUMO (alpha / beta), the calculation gives 6.551 / 7.058 eV. Its electronic energy is -137166.094 eV.

Element x y z (Å)
Ir -0.21 0.54 0.01
O 1.33 -3.45 -0.23
S 0.62 -2.32 0.27
O -0.89 -2.58 0.25
O 0.94 -1.91 1.65
O 0.81 -1.12 -0.66
Br -3.11 0.88 6.34
C -2.42 1.30 4.64
C -2.27 2.62 4.26
C -1.77 2.92 3.00
C -1.44 1.90 2.12
C -1.61 0.57 2.51
C -2.08 0.27 3.78
N -0.87 2.11 0.85
C -0.53 3.29 0.33
C 0.25 3.19 -0.86
C 0.71 4.28 -1.62
C 1.49 4.05 -2.72
C 1.81 2.73 -3.07
C 1.34 1.70 -2.30
N 0.57 1.91 -1.22
H -2.54 3.41 4.95
H -1.63 3.96 2.72
H -0.43 -1.04 1.88
H -2.20 -0.76 4.08
H -0.79 4.23 0.78
H 0.44 5.28 -1.32
H 1.85 4.87 -3.32
H 2.43 2.51 -3.93
H 1.57 0.66 -2.51
N -1.27 -0.48 1.56
P -2.49 -1.53 0.90
C -2.75 -3.02 1.89
C -3.80 -3.89 1.59
C -4.02 -5.01 2.38
C -3.20 -5.27 3.47
C -2.14 -4.41 3.76
C -1.91 -3.30 2.96
C -2.98 -1.65 -0.86
C -2.08 -1.63 -1.93
C -2.54 -1.73 -3.23
C -3.90 -1.89 -3.49
C -4.80 -1.93 -2.43
C -4.34 -1.79 -1.13
C -3.95 -0.51 1.41
C -4.78 -0.83 2.48
C -5.83 0.00 2.84
C -6.06 1.18 2.14
C -5.24 1.51 1.07
C -4.21 0.66 0.70
H -4.44 -3.70 0.74
H -4.83 -5.68 2.14
H -3.37 -6.14 4.08
H -1.48 -4.63 4.58
H -1.04 -2.69 3.16
H -1.02 -1.55 -1.75
H -1.83 -1.69 -4.05
H -4.25 -1.98 -4.51
H -5.85 -2.06 -2.62
H -5.07 -1.78 -0.33
H -4.61 -1.74 3.05
H -6.46 -0.26 3.68
H -6.87 1.83 2.43
H -5.42 2.42 0.51
H -3.58 0.92 -0.15

Atom charges from the natural (NBO) analysis, given in e for atoms 1 to 6:
1 Ir 0.67
2 O -0.94
3 S 2.61
4 O -1.05
5 O -1.01
6 O -1.00